Density functional theory data (the ωB97M-V functional and the def2-TZVPD basis) for a single H3OPS molecule in a non-equilibrium geometry.

molar mass	82.06	g/mol
E_HOMO	-9.4	eV
gap between HOMO and LUMO	9.923	eV
strongest force on any atom	2.2	eV/A
SMILES string	OPS
energy relative to the best compared isomer or geometry (same formula, charge and spin)	10.0	kcal/mol

Geometry as XYZ:
```
6
H3OPS, DFT the ωB97M-V functional and the def2-TZVPD basis
O -1.25 -0.71 -0.24
P -0.32 0.66 -0.10
S 1.64 -0.15 -0.17
H -0.79 -1.34 0.35
H -0.01 0.97 -1.61
H 2.40 0.03 1.02
```

***

Density functional theory data (the ωB97M-V functional and the def2-TZVPD basis) for 8 unconnected molecules or ions with the total composition C13H42O10 in a non-equilibrium geometry.

molar mass	358.47	g/mol
E_HOMO	-9.8	eV
gap between HOMO and LUMO	10.134	eV
strongest force on any atom	2.1	eV/A
SMILES string	OCCO.OCCO.CCO.CCO.CCO.CO.CO.CO
energy relative to the best compared isomer or geometry (same formula, charge and spin)	28.6	kcal/mol

Geometry as XYZ:
```
65
C13H42O10, DFT the ωB97M-V functional and the def2-TZVPD basis
C -2.90 2.33 3.25
O -3.80 3.33 3.77
H -3.40 1.45 2.87
H -2.31 2.76 2.44
H -2.18 2.17 4.06
H -3.34 4.16 3.65
C -3.76 -0.92 -1.74
O -3.62 0.51 -1.63
H -2.73 -1.27 -1.68
H -4.25 -1.21 -0.82
H -4.30 -1.17 -2.65
H -2.99 0.83 -2.28
C 3.48 -2.78 1.51
O 2.77 -2.01 0.55
H 3.83 -3.70 1.05
H 4.37 -2.31 1.93
H 2.79 -2.98 2.34
H 2.02 -1.57 0.98
C 2.63 2.44 -3.44
C 2.01 1.14 -3.93
O 1.36 1.27 -5.21
O 3.99 2.60 -3.82
H 2.61 2.34 -2.35
H 2.06 3.35 -3.64
H 1.29 0.88 -3.14
H 2.76 0.36 -4.05
H 0.90 0.44 -5.33
H 4.02 3.17 -4.59
C -2.66 -3.22 1.39
C -1.49 -3.92 0.66
O -0.29 -3.86 1.39
O -2.33 -1.85 1.64
H -3.04 -3.71 2.29
H -3.50 -3.24 0.68
H -1.38 -3.38 -0.28
H -1.85 -4.93 0.46
H 0.21 -3.10 1.06
H -3.00 -1.48 2.23
C 0.00 -2.29 -3.15
C -0.83 -1.25 -3.89
O -0.47 -1.27 -5.27
H 0.02 -3.31 -3.52
H -0.22 -2.30 -2.07
H 1.08 -2.06 -3.15
H -0.68 -0.35 -3.30
H -1.90 -1.51 -3.88
H -0.98 -1.91 -5.74
C 1.28 2.93 4.76
C 2.24 3.86 4.06
O 3.11 3.10 3.21
H 0.95 2.05 4.21
H 0.44 3.56 5.08
H 1.73 2.60 5.70
H 2.86 4.41 4.77
H 1.68 4.48 3.36
H 3.35 2.26 3.62
C 0.58 1.36 0.68
C 0.15 -0.04 0.25
O 0.33 -1.00 1.30
H 1.66 1.37 0.83
H 0.06 1.70 1.58
H 0.37 2.17 -0.02
H 0.71 -0.28 -0.65
H -0.92 0.00 0.01
H -0.57 -1.19 1.60
```

***

Density functional theory data (the ωB97M-V functional and the def2-TZVPD basis) for a single C3H4FN3O molecule in a non-equilibrium geometry.

molar mass	117.08	g/mol
E_HOMO	-9.1	eV
gap between HOMO and LUMO	9.371	eV
strongest force on any atom	5.2	eV/A
SMILES string	Nc1cc(F)n(O)n1
energy relative to the best compared isomer or geometry (same formula, charge and spin)	107.7	kcal/mol

Geometry as XYZ:
```
12
C3H4FN3O, DFT the ωB97M-V functional and the def2-TZVPD basis
C 0.25 0.80 0.46
C 1.38 0.06 0.04
C 0.72 -1.07 -0.47
H 0.41 1.94 2.20
H -1.04 2.14 1.34
H 2.45 -0.14 0.00
H -2.30 -1.22 -1.95
N 0.11 2.12 1.12
N -0.61 -0.83 -0.65
N -0.88 0.23 0.06
O -1.67 -1.76 -1.21
F 1.18 -2.28 -0.94
```

***

Density functional theory data (the ωB97M-V functional and the def2-TZVPD basis) for a single C19H23NO4 molecule.

molar mass	329.40	g/mol
E_HOMO	-8.4	eV
gap between HOMO and LUMO	9.091	eV
strongest force on any atom	0.6	eV/A
SMILES string	COc1cccc(OC)c1C(=O)NCCOc1cc(C)cc(C)c1
energy relative to the best compared isomer or geometry (same formula, charge and spin)	34.6	kcal/mol

Geometry as XYZ:
```
47
C19H23NO4, DFT the ωB97M-V functional and the def2-TZVPD basis
C -0.85 -2.99 1.40
H 0.15 -2.92 1.83
H -1.53 -3.40 2.14
H -0.81 -3.66 0.53
O -1.20 -1.68 1.03
C -2.44 -1.45 0.50
C -3.35 -2.46 0.21
C -4.58 -2.13 -0.33
C -4.92 -0.82 -0.59
C -4.01 0.20 -0.30
C -2.77 -0.12 0.26
C -1.85 0.99 0.67
O -2.20 1.92 1.38
N -0.60 0.87 0.18
H -0.33 0.05 -0.35
C 0.45 1.81 0.49
H -0.02 2.69 0.92
C 1.22 2.18 -0.79
O 1.86 1.06 -1.36
C 3.00 0.57 -0.78
C 3.47 -0.62 -1.34
C 4.62 -1.22 -0.86
C 5.31 -0.62 0.19
C 4.86 0.57 0.75
C 3.70 1.16 0.26
H 3.37 2.08 0.71
C 5.60 1.22 1.87
H 4.95 1.34 2.74
H 6.47 0.64 2.16
H 5.93 2.22 1.58
H 6.21 -1.08 0.57
C 5.13 -2.50 -1.46
H 6.10 -2.33 -1.93
H 5.27 -3.25 -0.68
H 4.45 -2.88 -2.21
H 2.91 -1.06 -2.15
H 0.51 2.51 -1.55
H 1.93 2.99 -0.59
H 1.14 1.37 1.22
O -4.23 1.51 -0.56
C -5.49 1.92 -1.03
H -5.44 3.00 -1.09
H -6.29 1.63 -0.34
H -5.70 1.51 -2.02
H -5.88 -0.59 -1.02
H -5.29 -2.91 -0.55
H -3.12 -3.50 0.40
```

***

Density functional theory data (the ωB97M-V functional and the def2-TZVPD basis) for a single C5H9N4P molecule in a non-equilibrium geometry.

molar mass	156.13	g/mol
E_HOMO	-6.1	eV
gap between HOMO and LUMO	6.779	eV
strongest force on any atom	6.2	eV/A
SMILES string	N=C=C1C(N)=CC=P1(N)N
energy relative to the best compared isomer or geometry (same formula, charge and spin)	34.0	kcal/mol

Geometry as XYZ:
```
19
C5H9N4P, DFT the ωB97M-V functional and the def2-TZVPD basis
C -1.26 1.60 -0.23
C -0.30 1.48 -1.33
C -1.27 0.61 0.71
C 0.08 -1.47 1.40
C -0.24 -0.44 0.61
N 2.52 0.16 -0.55
N -2.21 0.65 1.74
N 0.27 -2.63 1.68
N 0.75 -0.92 -2.00
P 0.77 0.20 -0.83
H -1.85 2.42 -0.12
H 0.11 2.53 -1.54
H 3.31 0.03 -1.14
H -3.05 0.89 1.38
H -2.36 -0.39 2.11
H 2.72 0.88 0.19
H 0.97 -2.92 2.36
H 0.03 -0.69 -2.56
H 1.02 -1.98 -1.89
```

***

Density functional theory data (the ωB97M-V functional and the def2-TZVPD basis) for a molecular structure, CH2Br2S in a non-equilibrium geometry.

molar mass	205.90	g/mol
E_HOMO	-9.7	eV
gap between HOMO and LUMO	8.865	eV
strongest force on any atom	3.6	eV/A
energy relative to the best compared isomer or geometry (same formula, charge and spin)	9.5	kcal/mol

Geometry as XYZ:
```
6
CH2Br2S, DFT the ωB97M-V functional and the def2-TZVPD basis
C 0.29 -0.32 -0.20
S 0.69 0.93 0.96
Br 0.24 0.34 -1.94
Br -1.64 -1.33 0.27
H 1.01 -1.03 -0.22
H -0.59 1.41 1.13
```

***

Density functional theory data (the ωB97M-V functional and the def2-TZVPD basis) for a single C20H26FN5O2S molecule in a non-equilibrium geometry.

molar mass	419.53	g/mol
E_HOMO	-8.5	eV
gap between HOMO and LUMO	8.992	eV
strongest force on any atom	1.2	eV/A
SMILES string	CCn1c(SCC(=O)NC2CCCC2)nnc1[C@@H](C)NC(=O)c1ccccc1F
energy relative to the best compared isomer or geometry (same formula, charge and spin)	4.3	kcal/mol

Geometry as XYZ:
```
55
C20H26FN5O2S, DFT the ωB97M-V functional and the def2-TZVPD basis
C -0.08 -4.64 -1.42
H -0.56 -5.09 -0.55
H 0.98 -4.88 -1.40
H -0.52 -5.07 -2.32
C -0.27 -3.13 -1.43
N 0.30 -2.53 -0.25
C 1.60 -2.15 -0.08
N 1.79 -1.68 1.13
N 0.61 -1.75 1.78
C -0.27 -2.26 0.97
C -1.72 -2.42 1.29
N -2.40 -1.16 0.98
C -3.05 -0.97 -0.18
O -3.20 -1.86 -1.00
C -3.62 0.39 -0.40
C -3.01 1.58 0.01
C -3.56 2.82 -0.26
C -4.76 2.89 -0.95
C -5.38 1.72 -1.38
C -4.81 0.49 -1.11
H -5.27 -0.42 -1.45
H -6.31 1.78 -1.93
H -5.20 3.85 -1.17
H -3.05 3.70 0.07
F -1.84 1.54 0.68
H -2.20 -0.40 1.61
C -1.91 -2.76 2.76
H -1.40 -2.03 3.38
H -2.97 -2.78 3.01
H -1.49 -3.74 2.97
H -2.17 -3.18 0.65
S 2.78 -2.27 -1.34
C 4.17 -1.39 -0.57
H 4.29 -1.78 0.44
H 5.03 -1.63 -1.19
C 3.94 0.13 -0.58
O 4.34 0.81 -1.50
N 3.29 0.56 0.51
H 2.88 -0.15 1.11
C 2.80 1.92 0.70
C 1.73 2.34 -0.32
H 2.06 2.02 -1.31
H 0.76 1.89 -0.10
C 1.70 3.87 -0.23
H 0.85 4.20 0.36
H 1.61 4.31 -1.22
C 3.02 4.29 0.45
H 2.82 4.66 1.45
H 3.54 5.07 -0.10
C 3.86 3.01 0.54
H 4.40 2.84 -0.39
H 4.57 3.03 1.36
H 2.39 1.95 1.71
H 0.23 -2.69 -2.29
H -1.33 -2.87 -1.47
```

***

Density functional theory data (the ωB97M-V functional and the def2-TZVPD basis) for a single C2H2O3 molecule in a non-equilibrium geometry.

molar mass	74.03	g/mol
E_HOMO	-10.5	eV
gap between HOMO and LUMO	9.914	eV
strongest force on any atom	2.0	eV/A
SMILES string	O=CC(=O)O
energy relative to the best compared isomer or geometry (same formula, charge and spin)	9.3	kcal/mol

Geometry as XYZ:
```
7
C2H2O3, DFT the ωB97M-V functional and the def2-TZVPD basis
C 0.82 0.04 0.01
C -0.70 -0.62 0.06
H -0.27 1.47 0.10
H -0.76 -1.76 0.01
O 0.69 1.35 -0.02
O 1.85 -0.61 -0.07
O -1.63 0.13 -0.09
```

***

Density functional theory data (the ωB97M-V functional and the def2-TZVPD basis) for 2 unconnected molecules or ions with the total composition C2H2Br3P in a non-equilibrium geometry.

molar mass	296.72	g/mol
E_HOMO (spin up / spin down)	-9.5 / -9.5	eV
gap between HOMO and LUMO (spin up / spin down)	6.879 / 6.877	eV
strongest force on any atom	2.8	eV/A
energy relative to the best compared isomer or geometry (same formula, charge and spin)	73.2	kcal/mol

Geometry as XYZ:
```
8
C2H2Br3P, DFT the ωB97M-V functional and the def2-TZVPD basis
C -0.80 0.10 0.15
C 0.23 -0.80 -0.31
P -0.06 0.66 -1.47
Br 0.00 -2.58 -0.75
Br 2.09 -0.27 1.75
Br 0.81 2.44 -0.64
H -1.76 -0.23 0.17
H -0.51 0.69 1.10
```

***

Density functional theory data (the ωB97M-V functional and the def2-TZVPD basis) for a molecular structure, C13H20N2O3S in a non-equilibrium geometry.

molar mass	284.38	g/mol
E_HOMO	-8.2	eV
gap between HOMO and LUMO	8.403	eV
strongest force on any atom	16.2	eV/A
energy relative to the best compared isomer or geometry (same formula, charge and spin)	297.8	kcal/mol

Geometry as XYZ:
```
39
C13H20N2O3S, DFT the ωB97M-V functional and the def2-TZVPD basis
C -0.74 -4.21 -1.85
C -0.66 -2.93 -1.31
H -0.19 -2.99 -0.27
H -1.61 -2.46 -1.15
O 0.33 -1.98 -2.19
C -0.37 -0.67 -2.42
O -1.50 -0.15 -2.07
C 0.67 -0.06 -3.22
C 1.31 1.03 -2.36
C 1.75 2.23 -2.92
S 2.31 3.09 -1.37
C 1.99 1.78 -0.33
N 1.52 0.84 -1.22
N 2.11 1.87 0.89
C 1.83 1.14 1.96
O 2.10 1.61 3.02
C 0.69 0.23 1.53
H 0.65 -0.05 0.61
H 0.85 -0.86 2.35
C -0.86 0.74 2.08
C -0.91 2.01 1.41
H -2.17 2.47 1.66
H -0.44 2.78 1.83
H -1.01 2.06 0.33
C -1.66 -0.54 1.71
H -1.80 -0.44 0.42
H -2.69 0.03 1.72
H -1.63 -1.44 2.02
C -0.92 0.96 3.56
H -1.88 1.32 3.76
H -0.83 -0.23 4.13
H 0.05 1.42 3.98
H 2.77 2.63 1.11
H 1.84 2.69 -3.94
H 1.36 -0.63 -3.69
H -0.12 0.36 -3.98
H 0.48 -4.71 -1.92
H -1.39 -4.08 -2.80
H -1.22 -4.89 -1.08
```

***

Density functional theory data (the ωB97M-V functional and the def2-TZVPD basis) for a molecular structure, C48H57Br2Cl2N3O4SeSiSn in a non-equilibrium geometry.

molar mass	1196.47	g/mol
E_HOMO	-1.6	eV
gap between HOMO and LUMO	4.795	eV
net charge	-2
strongest force on any atom	1.1	eV/A
energy relative to the best compared isomer or geometry (same formula, charge and spin)	9.3	kcal/mol

Geometry as XYZ:
```
119
C48H57Br2Cl2N3O4SeSiSn, DFT the ωB97M-V functional and the def2-TZVPD basis
Sn 0.28 -0.58 -0.40
Br -0.10 -3.35 2.59
C 1.78 -3.65 2.81
Br 2.80 -2.02 2.79
H 2.12 -4.26 1.98
H 1.94 -4.14 3.77
C 3.76 1.08 0.35
C 2.67 2.11 0.66
C 3.16 3.52 0.33
C 2.19 1.96 2.08
C 2.99 2.41 3.13
C 2.59 2.28 4.45
C 1.38 1.66 4.73
C 0.57 1.17 3.71
C -0.66 0.35 4.10
C -1.76 1.18 4.77
C -0.27 -0.79 5.04
C 0.95 1.36 2.37
N 0.12 0.96 1.32
C -1.12 1.54 1.24
C -2.08 1.00 0.42
N -1.77 -0.13 -0.31
C -2.82 -0.76 -1.02
C -3.06 -0.44 -2.37
C -4.13 -1.04 -3.02
C -4.97 -1.92 -2.36
C -4.72 -2.24 -1.03
C -3.65 -1.68 -0.36
C -3.37 -2.05 1.08
C -3.29 -3.57 1.25
C -4.41 -1.45 2.03
C -2.18 0.53 -3.12
C -1.37 -0.19 -4.20
C -3.00 1.69 -3.71
C -3.27 1.85 0.44
C -4.52 1.83 -0.12
C -5.41 2.91 0.15
C -5.06 3.98 0.93
C -3.77 4.03 1.52
C -3.22 5.08 2.31
C -1.92 4.99 2.75
C -1.09 3.86 2.48
C -1.61 2.83 1.76
C -2.94 2.95 1.27
H 4.01 1.11 -0.71
H 3.41 0.07 0.57
H 4.65 1.27 0.95
H 1.82 1.91 0.00
H 4.08 3.77 0.86
H 2.41 4.27 0.58
H 3.37 3.59 -0.74
H 3.94 2.88 2.90
H 3.21 2.65 5.25
H 1.08 1.53 5.76
H -1.07 -0.08 3.18
H -1.38 1.64 5.69
H -2.60 0.54 5.03
H -2.13 1.98 4.12
H -0.06 -0.42 6.04
H 0.62 -1.31 4.69
H -1.08 -1.52 5.11
H -4.32 -0.81 -4.06
H -5.81 -2.37 -2.88
H -5.37 -2.94 -0.52
H -2.40 -1.63 1.34
H -4.24 -4.05 1.03
H -3.03 -3.83 2.28
H -2.53 -3.99 0.59
H -5.41 -1.83 1.80
H -4.43 -0.36 1.93
H -4.18 -1.70 3.06
H -1.48 0.96 -2.40
H -2.03 -0.71 -4.89
H -0.70 -0.92 -3.76
H -0.76 0.51 -4.77
H -3.67 1.34 -4.49
H -2.34 2.44 -4.15
H -3.59 2.18 -2.94
H -4.85 1.02 -0.76
H -6.39 2.89 -0.31
H -5.76 4.80 1.09
H -3.81 5.95 2.53
H -1.51 5.80 3.33
H -0.08 3.84 2.87
Cl 0.11 4.71 -4.03
C 0.39 3.25 -3.03
Cl -0.24 3.46 -1.39
H 1.46 3.04 -2.99
H -0.12 2.42 -3.49
O -0.99 -4.59 -1.81
C -0.15 -3.96 -1.18
O -0.24 -2.78 -0.70
C 1.20 -4.61 -0.90
C 2.36 -3.84 -0.94
C 3.60 -4.41 -0.68
C 3.69 -5.75 -0.33
C 2.52 -6.49 -0.28
C 1.28 -5.95 -0.58
N 2.61 -7.92 0.09
O 3.73 -8.38 0.33
O 1.57 -8.57 0.13
H 2.29 -2.79 -1.20
H 4.50 -3.80 -0.73
H 4.64 -6.22 -0.09
H 0.39 -6.57 -0.57
C 5.14 -0.10 -5.57
Si 4.61 0.91 -4.06
C 4.80 2.73 -4.54
C 5.96 0.57 -2.77
Se 2.55 0.44 -3.41
H 6.07 0.29 -6.00
H 4.37 -0.09 -6.34
H 5.31 -1.14 -5.28
H 5.83 2.98 -4.82
H 4.51 3.37 -3.71
H 4.15 2.96 -5.39
H 6.93 0.44 -3.27
H 5.73 -0.35 -2.23
H 6.06 1.38 -2.05
```

***

Density functional theory data (the ωB97M-V functional and the def2-TZVPD basis) for 2 unconnected molecules or ions with the total composition C5H15N3S in a non-equilibrium geometry.

molar mass	149.26	g/mol
E_HOMO	-17.2	eV
gap between HOMO and LUMO	9.677	eV
net charge	+2
strongest force on any atom	7.6	eV/A
energy relative to the best compared isomer or geometry (same formula, charge and spin)	0.0	kcal/mol

Geometry as XYZ:
```
24
C5H15N3S, DFT the ωB97M-V functional and the def2-TZVPD basis
C 0.26 0.03 -1.36
C -2.55 0.25 -0.06
C 1.63 1.77 -0.12
C -1.39 -0.57 0.28
C 0.30 1.39 0.47
N -0.39 -0.59 -2.29
N 1.80 -1.82 1.40
N -0.17 0.09 -0.13
S 1.68 0.98 -1.75
H -3.54 -0.03 0.40
H -2.29 1.20 0.28
H -2.67 0.45 -1.12
H 1.54 -0.96 2.03
H 1.70 2.82 -0.34
H 2.54 1.39 0.46
H -1.46 -1.57 0.00
H -1.43 -0.58 1.31
H -0.41 2.28 0.27
H 0.31 1.29 1.57
H -1.14 -1.07 -1.80
H -0.17 -0.46 -3.29
H 1.24 -1.87 0.64
H 2.87 -1.67 1.17
H 1.73 -2.74 1.98
```